P:
43
Properties=species:S:1:pos:R:3:mulliken_charge:R:1 method="wB97M-V/def2-TZVPD" multiplicity=1 homo_lumo_gap_ev=8.795 e_lumo_ev=0.177 smiles="COc1cccc(-c2ccc(SCC(=O)N3CCOCC3)nn2)c1" homo_energy_ev=-8.62
C -6.355 -0.603 1.362 -0.875
H -6.343 -1.634 0.993 0.354
O -5.058 -0.061 1.421 -0.407
C -4.342 0.044 0.268 0.561
C -4.793 -0.341 -0.990 -0.414
C -3.962 -0.194 -2.091 -0.777
C -2.696 0.336 -1.960 -0.778
C -2.240 0.739 -0.703 1.193
C -3.064 0.584 0.403 -0.753
H -2.734 0.849 1.395 0.438
C -0.897 1.311 -0.577 0.437
N -0.016 0.958 -1.509 -0.371
N 1.204 1.389 -1.478 -0.617
C 1.606 2.187 -0.511 0.480
C 0.753 2.653 0.492 -0.412
C -0.545 2.201 0.453 -0.592
H -1.272 2.531 1.178 0.445
H 1.105 3.332 1.253 0.442
S 3.335 2.613 -0.511 -0.203
C 3.769 1.744 1.049 -1.017
H 4.818 1.467 0.968 0.493
C 2.852 0.551 1.263 0.680
O 2.077 0.546 2.205 -0.656
N 2.904 -0.450 0.367 0.275
C 3.757 -0.562 -0.795 -0.526
H 4.511 0.221 -0.815 0.431
C 4.445 -1.934 -0.771 -0.752
O 3.514 -2.985 -0.703 -0.380
C 2.704 -2.870 0.444 -0.711
C 1.950 -1.540 0.454 -0.636
H 1.377 -1.422 1.374 0.412
H 1.278 -1.490 -0.411 0.283
H 2.005 -3.707 0.412 0.347
H 3.324 -2.947 1.351 0.354
H 5.014 -2.087 -1.689 0.358
H 5.127 -1.982 0.093 0.364
H 3.134 -0.475 -1.693 0.246
H 3.637 2.428 1.888 0.443
H -2.046 0.451 -2.812 0.467
H -4.319 -0.501 -3.062 0.371
H -5.778 -0.759 -1.124 0.408
H -6.724 -0.593 2.387 0.247
H -7.016 0.002 0.734 0.348


Q:
43
Properties=species:S:1:pos:R:3:mulliken_charge:R:1 method="wB97M-V/def2-TZVPD" multiplicity=1 homo_lumo_gap_ev=9.449 e_lumo_ev=0.216 smiles="O=C(Nc1cccnc1)c1cccc(S(=O)(=O)N2CCCCC2)c1" homo_energy_ev=-9.23
O -4.291 1.878 -0.547 -0.635
C -3.129 1.555 -0.649 -0.156
N -2.215 2.418 -1.191 -0.105
C -0.939 2.182 -1.694 0.595
C -0.048 3.249 -1.815 -0.459
C 1.200 3.027 -2.365 -0.440
C 1.515 1.745 -2.791 -0.489
N 0.673 0.731 -2.695 -0.558
C -0.515 0.935 -2.163 -0.226
H -1.167 0.073 -2.128 0.533
H 2.473 1.518 -3.239 0.378
H 1.909 3.833 -2.468 0.429
H -0.341 4.236 -1.485 0.420
H -2.577 3.354 -1.338 0.245
C -2.613 0.262 -0.109 -0.566
C -1.647 0.262 0.894 0.694
C -1.287 -0.932 1.483 -0.330
C -1.857 -2.128 1.090 -0.207
C -2.815 -2.130 0.088 -0.868
C -3.204 -0.937 -0.497 -0.307
H -3.975 -0.922 -1.253 0.483
H -3.274 -3.057 -0.220 0.441
H -1.567 -3.034 1.597 0.514
S -0.137 -0.933 2.876 1.317
O -0.229 0.348 3.513 -0.741
O -0.417 -2.117 3.633 -0.748
N 1.410 -1.082 2.314 0.184
C 1.762 -2.310 1.643 -0.991
C 1.612 -2.202 0.124 -0.176
C 2.406 -1.003 -0.392 -1.018
C 1.952 0.266 0.326 0.952
C 2.093 0.094 1.837 -1.462
H 1.671 0.940 2.380 0.484
H 3.152 -0.001 2.104 0.362
H 0.907 0.463 0.080 -0.698
H 2.545 1.122 -0.002 0.489
H 2.252 -0.890 -1.466 0.450
H 3.470 -1.163 -0.208 0.386
H 0.559 -2.075 -0.136 0.019
H 1.970 -3.121 -0.341 0.416
H 1.123 -3.089 2.060 0.403
H 2.804 -2.544 1.894 0.397
H -1.212 1.181 1.257 0.588


Q ends up most stable, edging out the next structure by 144.5 kJ/mol.


P:
13
Properties=species:S:1:pos:R:3:mulliken_charge:R:1 method="wB97M-V/def2-TZVPD" multiplicity=1 homo_lumo_gap_ev=8.852 charge=-1 e_lumo_ev=4.444 homo_energy_ev=-4.41
N -1.097 0.574 0.121 -0.590
C -1.417 -0.759 -0.321 -0.474
N -0.419 -1.849 -0.076 -0.716
H -0.850 0.499 1.102 0.237
H -0.224 0.862 -0.365 0.301
H -1.513 -0.781 -1.410 0.307
H -2.364 -1.091 0.095 0.359
H -0.382 -1.997 0.929 0.231
H 0.514 -1.490 -0.254 0.338
O 2.077 0.256 0.190 -0.608
C 1.952 1.472 0.044 0.010
O 1.150 2.102 -0.706 -0.732
H 2.574 2.200 0.651 0.336


Q:
13
Properties=species:S:1:pos:R:3:mulliken_charge:R:1 method="wB97M-V/def2-TZVPD" multiplicity=1 homo_lumo_gap_ev=8.776 charge=-1 e_lumo_ev=4.365 homo_energy_ev=-4.41
N 0.872 0.974 -0.750 -0.762
C 1.366 0.331 0.457 -0.316
N 1.465 -1.108 0.278 -0.735
H 0.687 1.949 -0.580 0.230
H -0.032 0.536 -0.971 0.337
H 0.717 0.510 1.330 0.295
H 2.360 0.723 0.698 0.374
H 2.017 -1.260 -0.558 0.259
H 0.533 -1.434 0.026 0.330
O -2.956 0.825 0.278 -0.637
C -2.480 -0.286 0.033 0.003
O -1.577 -0.596 -0.781 -0.715
H -2.971 -1.164 0.539 0.337


Q ends up most stable, edging out the next structure by 12.8 kJ/mol.


P:
49
Properties=species:S:1:pos:R:3:mulliken_charge:R:1 method="wB97M-V/def2-TZVPD" multiplicity=1 homo_lumo_gap_ev=8.964 e_lumo_ev=0.023 smiles="C[C@H](CS)NC=O.O.O.O.O.O.O.O.O.O.O.O" homo_energy_ev=-8.94
O 1.353 2.248 -1.933 -0.761
C 0.463 1.898 -1.142 -0.120
N -0.078 0.681 -1.100 0.530
C 0.187 -0.326 -2.136 0.430
C 0.734 -1.588 -1.470 0.318
S 1.702 -2.626 -2.599 -0.234
C -1.100 -0.600 -2.894 -1.470
H 0.058 2.605 -0.417 0.391
H -0.722 0.408 -0.374 0.234
H 0.922 0.120 -2.799 0.434
H 1.401 -1.327 -0.669 -0.828
H -0.074 -2.165 -1.018 0.481
H 0.690 -3.172 -3.286 0.122
H -1.517 0.320 -3.286 0.392
H -1.861 -1.034 -2.260 0.229
H -0.942 -1.281 -3.735 0.404
H -3.260 1.620 -0.447 0.428
H -4.390 1.226 -1.463 0.310
O -3.896 0.901 -0.707 -0.715
H -1.535 1.023 2.819 0.413
H -1.974 -0.203 2.013 0.532
O -1.807 0.093 2.945 -0.862
H 0.302 2.033 2.096 0.389
H -0.442 3.175 2.903 0.261
O -0.546 2.493 2.225 -0.685
H 0.999 -2.027 2.260 0.517
H 1.851 -1.838 0.973 0.218
O 1.268 -2.489 1.421 -0.822
H -1.380 -3.795 0.731 0.290
H -0.136 -2.889 0.580 0.407
O -1.002 -3.131 0.156 -0.803
H 3.522 0.105 -2.655 0.323
H 2.744 1.287 -1.985 0.357
O 3.484 0.655 -1.843 -0.775
H 2.185 0.713 1.488 0.450
H 2.623 1.709 2.644 0.255
O 1.860 1.306 2.216 -0.750
H -0.310 -0.653 3.434 0.502
H 1.094 -0.070 3.181 0.432
O 0.647 -0.880 3.532 -0.871
H -1.720 -1.565 0.212 0.393
H -2.788 -0.431 -0.117 0.325
O -1.913 -0.596 0.273 -0.854
H -2.723 3.730 0.452 0.292
H -1.664 2.690 0.865 0.338
O -2.232 2.964 0.109 -0.686
H 3.125 -0.069 -0.437 0.266
H 3.836 -0.799 0.784 0.300
O 2.959 -0.451 0.459 -0.726


Q:
49
Properties=species:S:1:pos:R:3:mulliken_charge:R:1 method="wB97M-V/def2-TZVPD" multiplicity=1 homo_lumo_gap_ev=9.081 e_lumo_ev=-0.025 smiles="NC(=O)CCCS.O.O.O.O.O.O.O.O.O.O.O" homo_energy_ev=-9.11
C 0.154 1.143 -0.699 1.239
C 0.873 0.168 -1.759 -0.391
C 2.343 0.043 -1.772 -0.441
S 2.943 1.659 -2.466 -0.263
C 0.453 0.813 0.790 0.483
N -0.726 0.594 1.511 -0.207
O 1.578 0.742 1.269 -0.818
H -0.949 1.366 -1.029 -0.094
H 0.678 2.050 -0.923 -0.722
H 0.457 -0.826 -1.390 -0.176
H 0.372 -0.063 -2.737 0.327
H 2.804 -0.195 -0.742 0.059
H 2.814 -0.815 -2.477 0.414
H 3.323 1.118 -3.673 0.142
H -0.859 0.678 2.456 0.276
H -1.541 0.420 1.033 0.077
H 2.090 -2.218 4.282 0.325
H 1.553 -2.680 2.748 0.309
O 1.401 -2.634 3.661 -0.717
H -0.341 -2.980 3.205 0.392
H -1.569 -2.952 2.350 0.307
O -1.149 -3.520 3.013 -0.614
H 1.051 -3.276 -1.536 0.275
H 1.901 -4.482 -1.411 0.295
O 1.890 -3.558 -1.747 -0.583
H 2.577 -0.402 2.293 0.502
H 3.995 -0.567 1.869 0.288
O 3.379 -0.642 2.646 -0.647
H -3.527 -2.186 -0.017 0.393
H -3.992 -0.825 -0.523 0.326
O -3.184 -1.320 -0.167 -0.567
H -2.255 3.743 2.002 0.314
H -0.837 3.138 2.484 0.307
O -1.326 3.892 2.254 -0.633
H -2.541 4.247 -1.944 0.254
H -1.155 3.620 -1.397 0.406
O -2.135 3.587 -1.418 -0.585
H -4.422 1.360 -0.366 0.281
H -3.441 1.404 -1.459 0.263
O -4.170 0.888 -1.040 -0.660
H -2.381 -4.807 0.535 0.342
H -2.132 -3.304 0.447 0.173
O -2.792 -4.026 0.227 -0.662
H 0.310 4.189 0.541 0.318
H 1.220 3.813 -0.655 0.301
O 0.392 4.269 -0.386 -0.654
H -1.448 -1.989 -1.586 0.266
H -1.173 -2.763 -2.771 0.191
O -0.825 -2.369 -2.072 -0.414


P ends up most stable, edging out the next structure by 487.7 kJ/mol.


P:
18
Properties=species:S:1:pos:R:3:mulliken_charge:R:1 method="wB97M-V/def2-TZVPD" multiplicity=1 homo_lumo_gap_ev=9.121 charge=+1 e_lumo_ev=-2.755 homo_energy_ev=-11.88
C -1.145 1.300 -0.179 -0.430
C 0.347 -0.893 0.805 -0.772
C 0.984 0.203 0.004 0.506
N -2.075 0.618 -0.557 -0.167
N -0.759 -1.563 0.173 -0.485
N 1.228 -0.070 -1.265 -0.346
N 1.635 1.147 0.767 -0.354
H -1.317 2.194 0.325 0.309
H 1.249 -1.550 1.010 0.270
H 0.037 -0.515 1.712 0.522
H -3.112 0.890 -0.724 0.282
H -1.567 -1.688 0.805 0.264
H -0.536 -2.357 -0.424 0.201
H 1.893 0.484 -1.791 0.209
H 1.003 -0.952 -1.725 0.221
H -1.874 -0.225 -1.103 0.315
H 1.577 1.296 1.784 0.224
H 2.433 1.681 0.386 0.232


Q:
18
Properties=species:S:1:pos:R:3:mulliken_charge:R:1 method="wB97M-V/def2-TZVPD" multiplicity=1 homo_lumo_gap_ev=9.210 charge=+1 e_lumo_ev=-3.658 homo_energy_ev=-12.87
N 1.736 -0.154 1.347 -0.247
C 1.859 -0.536 0.107 0.174
N 2.232 0.259 -0.869 -0.290
H 2.009 0.775 1.642 0.232
H 1.253 -0.748 2.005 0.254
H 1.663 -1.575 -0.129 0.341
H 2.564 -0.141 -1.735 0.258
H 2.326 1.257 -0.720 0.235
C -1.958 -0.797 0.847 -0.922
N -1.142 0.499 -1.522 -0.440
C -1.084 1.060 -0.256 0.004
N -1.394 0.541 0.855 -0.460
H -2.850 -0.891 0.217 0.356
H -2.218 -1.080 1.860 0.256
H -1.238 -1.523 0.440 0.295
H -1.879 -0.192 -1.623 0.226
H -1.237 1.191 -2.254 0.275
H -0.641 2.056 -0.213 0.455


Q ends up most stable, edging out the next structure by 232.3 kJ/mol.


P:
8
Properties=species:S:1:pos:R:3:mulliken_charge:R:1 method="wB97M-V/def2-TZVPD" multiplicity=1 homo_lumo_gap_ev="9.305 / 5.580" e_lumo_ev="-1.460 / -3.282" homo_energy_ev="-10.77 / -8.86"
C -0.309 -0.155 0.310 -0.038
C 0.680 -0.042 -0.852 0.847
N -1.020 -1.061 0.705 -0.257
F -0.089 0.277 -1.896 -0.213
F 1.338 -1.154 -1.167 -0.201
F 1.603 0.963 -0.637 -0.204
Cl -0.622 2.633 2.095 -0.246
H -1.580 -1.460 1.441 0.312


Q:
8
Properties=species:S:1:pos:R:3:mulliken_charge:R:1 method="wB97M-V/def2-TZVPD" multiplicity=1 homo_lumo_gap_ev=11.776 e_lumo_ev=0.041 homo_energy_ev=-11.74
C 1.074 -0.674 0.852 0.207
C 0.583 -1.691 1.790 0.796
N 1.293 0.457 1.291 -0.451
F -0.115 -2.633 1.095 -0.233
F -0.192 -1.286 2.790 -0.211
F 1.652 -2.393 2.438 -0.254
Cl 1.311 -1.209 -0.879 -0.157
H 1.491 1.126 0.534 0.302


Q ends up most stable, edging out the next structure by 326.2 kJ/mol.


P:
18
Properties=species:S:1:pos:R:3:mulliken_charge:R:1 method="wB97M-V/def2-TZVPD" multiplicity=1 homo_lumo_gap_ev=10.203 e_lumo_ev=0.554 smiles="[H]/N=C(/CCO)NNC=O" homo_energy_ev=-9.65
C 1.844 -0.541 -0.728 -0.599
C 1.415 0.792 -0.211 -0.374
C 0.016 0.972 0.182 0.436
C -2.554 -0.652 -0.391 0.154
H 2.210 -1.082 1.073 0.348
H 2.855 -0.533 -1.047 0.338
H 1.227 -0.884 -1.532 0.331
H 1.580 1.575 -1.001 0.295
H 2.048 1.116 0.654 0.227
H -1.578 1.984 0.346 0.281
H 0.071 -0.936 0.844 0.369
H -2.399 -0.087 1.690 0.252
H -1.716 -0.979 -0.993 0.271
N -0.660 1.981 -0.103 -0.696
N -0.532 -0.146 0.774 -0.094
N -1.913 -0.392 0.810 -0.425
O 1.802 -1.574 0.259 -0.594
O -3.718 -0.616 -0.629 -0.519


Q:
18
Properties=species:S:1:pos:R:3:mulliken_charge:R:1 method="wB97M-V/def2-TZVPD" multiplicity=1 homo_lumo_gap_ev=10.251 e_lumo_ev=0.669 homo_energy_ev=-9.58
C -1.901 0.772 -1.245 -1.052
C -2.104 -0.045 0.065 0.437
C -1.170 -1.267 -0.061 -0.287
C 1.925 0.048 -0.026 0.505
H -1.024 0.336 -1.767 0.238
H -1.784 1.850 -1.086 0.271
H -2.699 0.639 -1.933 0.359
H -3.178 -0.397 0.063 0.366
H -2.399 1.314 1.460 0.257
H -0.798 0.717 1.556 0.265
H -1.673 -2.234 -0.148 0.419
H 1.398 2.042 0.165 0.218
H 3.116 1.780 0.024 0.243
N -1.830 0.503 1.403 -0.705
N 0.110 -1.277 -0.089 -0.622
N 2.176 1.363 -0.021 -0.352
O 0.506 -0.022 0.015 -0.067
O 2.663 -0.880 0.011 -0.492


P ends up most stable, edging out the next structure by 35.8 kJ/mol.